1.
{"formula": "C9H12S2Si", "method": "ωB97M-V/def2-TZVPD", "species": ["C", "C", "C", "C", "C", "C", "C", "C", "C", "Si", "S", "S", "H", "H", "H", "H", "H", "H", "H", "H", "H", "H", "H", "H"], "positions_angstrom": [[1.939, -2.459, 0.029], [0.580, -1.944, 0.137], [3.118, -1.743, 0.044], [0.358, -0.647, -0.141], [3.326, -0.302, -0.119], [2.405, 0.710, -0.170], [-2.888, -0.440, 0.189], [-1.115, 1.536, -1.587], [-1.515, 1.702, 1.378], [-1.149, 0.416, -0.046], [5.125, 0.180, -0.040], [2.059, 2.280, -0.013], [1.928, -3.563, 0.300], [-0.179, -2.662, 0.608], [3.999, -2.331, -0.070], [-3.030, -0.634, 1.204], [-3.713, 0.250, -0.185], [-3.039, -1.472, -0.343], [-1.487, 0.999, -2.543], [-1.756, 2.428, -1.499], [-0.128, 1.644, -1.882], [-0.693, 2.353, 1.479], [-2.326, 2.265, 0.884], [-1.820, 1.434, 2.385]], "e_homo_ev": 0.893, "charge": -2, "homo_lumo_gap_ev": 4.7, "e_lumo_ha": 0.205}


2.
{"formula": "C3H12N2O3P", "method": "ωB97M-V/def2-TZVPD", "species": ["C", "O", "P", "O", "O", "C", "C", "N", "N", "H", "H", "H", "H", "H", "H", "H", "H", "H", "H", "H", "H"], "positions_angstrom": [[-0.949, -2.698, 0.553], [-0.049, -1.720, 1.162], [0.129, -0.179, 0.854], [0.949, 0.477, 1.896], [-1.402, 0.391, 0.573], [-1.683, 1.683, 1.134], [1.135, -0.008, -0.736], [0.535, 0.463, -1.849], [2.241, 1.116, -0.155], [-1.752, -2.176, 0.238], [-1.204, -3.258, 1.436], [-0.415, -3.083, -0.320], [-1.541, 2.498, 0.509], [-0.829, 1.844, 1.838], [-2.752, 1.688, 1.555], [1.738, -0.951, -0.757], [-0.448, 0.631, -1.902], [0.695, 0.070, -2.758], [2.174, 0.925, 0.903], [2.094, 2.097, -0.492], [3.204, 1.056, -0.498]], "e_homo_ev": -14.834, "charge": 1, "homo_lumo_gap_ev": 11.8, "e_lumo_ha": -0.112, "smiles": "COP(=O)(OC)[C@@H](N)[NH3+]"}


3.
{"formula": "C3H2HgO2", "method": "ωB97M-V/def2-TZVPD", "species": ["H", "O", "O", "C", "C", "C", "H", "Hg"], "positions_angstrom": [[-2.481, 0.607, 0.014], [-0.876, 1.852, 0.018], [1.844, -0.446, 0.167], [-1.384, 0.751, -0.057], [-0.625, -0.506, -0.068], [0.689, -0.474, 0.067], [-1.111, -1.484, -0.048], [3.945, -0.301, -0.092]], "e_homo_ev": [-14.061, -14.058], "charge": 1, "multiplicity": 2, "homo_lumo_gap_ev": [9.3, 5.6], "e_lumo_ha": [-0.173, -0.310]}


4.
{"formula": "C46H36N2OP2RuSSe2", "method": "ωB97M-V/def2-TZVPD", "species": ["Ru", "O", "S", "C", "C", "C", "C", "C", "C", "P", "C", "C", "C", "C", "C", "C", "C", "C", "C", "C", "C", "C", "C", "C", "C", "C", "C", "C", "P", "C", "C", "C", "C", "C", "C", "C", "C", "C", "C", "C", "C", "H", "H", "H", "H", "H", "H", "H", "H", "H", "H", "H", "H", "H", "H", "H", "H", "H", "H", "H", "H", "H", "H", "H", "H", "H", "H", "H", "H", "Se", "Se", "C", "C", "C", "C", "C", "N", "C", "C", "C", "C", "C", "N", "H", "H", "H", "H", "H", "H", "H", "H"], "positions_angstrom": [[0.333, -0.827, 0.398], [-1.675, 1.238, -0.987], [-1.419, -0.199, -0.835], [-1.397, -0.875, -2.483], [-2.382, -0.511, -3.393], [-2.328, -1.034, -4.677], [-1.289, -1.880, -5.050], [-0.260, -2.158, -4.163], [-0.308, -1.645, -2.867], [1.144, -1.618, -1.797], [2.464, -0.879, -2.765], [3.236, -1.607, -3.675], [4.164, -0.950, -4.467], [4.312, 0.428, -4.369], [3.530, 1.156, -3.482], [2.606, 0.507, -2.678], [1.583, -3.305, -1.406], [2.924, -3.536, -1.051], [3.223, -4.437, -0.069], [2.203, -5.333, 0.495], [1.000, -5.622, -0.406], [0.513, -4.351, -1.172], [-2.859, -0.914, -0.045], [-4.024, -1.268, -0.717], [-5.165, -1.548, 0.021], [-5.151, -1.440, 1.406], [-3.981, -1.102, 2.068], [-2.816, -0.860, 1.347], [-1.242, -0.488, 2.180], [-1.090, -1.786, 3.448], [-0.191, -1.625, 4.510], [-0.018, -2.631, 5.451], [-0.733, -3.817, 5.341], [-1.622, -3.990, 4.289], [-1.802, -2.981, 3.351], [-1.569, 1.079, 3.023], [-1.594, 1.213, 4.411], [-1.936, 2.431, 4.984], [-2.265, 3.514, 4.183], [-2.277, 3.375, 2.800], [-1.933, 2.165, 2.222], [-3.153, 0.195, -3.116], [-3.089, -0.764, -5.397], [-1.255, -2.281, -6.055], [0.596, -2.731, -4.497], [3.116, -2.679, -3.779], [4.765, -1.513, -5.170], [5.035, 0.935, -4.994], [3.635, 2.232, -3.424], [1.982, 1.082, -2.005], [3.694, -2.874, -1.420], [4.239, -4.477, 0.315], [2.656, -6.247, 0.875], [1.061, -6.496, -1.049], [0.126, -4.627, -2.158], [-4.059, -1.336, -1.792], [-6.074, -1.834, -0.492], [-6.054, -1.627, 1.971], [-3.971, -1.036, 3.150], [0.370, -0.704, 4.617], [0.666, -2.482, 6.277], [-0.611, -4.594, 6.084], [-2.200, -4.902, 4.212], [-2.518, -3.129, 2.553], [-1.381, 0.378, 5.061], [-1.957, 2.526, 6.061], [-2.534, 4.459, 4.635], [-2.573, 4.205, 2.173], [-2.001, 2.056, 1.147], [1.935, -1.911, 2.314], [3.460, -0.874, 0.801], [2.664, 0.883, 0.755], [3.520, 1.945, 0.955], [3.026, 3.235, 0.787], [1.698, 3.394, 0.442], [0.898, 2.272, 0.287], [1.363, 1.025, 0.440], [0.905, -3.332, 1.404], [1.188, -4.798, 1.581], [0.082, -5.680, 0.851], [-1.139, -4.955, 0.488], [-0.668, -3.794, -0.299], [0.025, -2.847, 0.627], [4.548, 1.772, 1.242], [3.672, 4.091, 0.931], [1.267, 4.375, 0.297], [-0.138, 2.354, 0.001], [1.429, -5.025, 2.618], [-0.026, -6.654, 1.318], [-2.161, -5.173, 0.756], [-1.422, -3.244, -0.852]], "e_homo_ev": [-15.906, -15.908], "charge": 3, "multiplicity": 2, "homo_lumo_gap_ev": [5.4, 5.4], "e_lumo_ha": [-0.387, -0.387]}


5.
{"formula": "C3H5FS", "method": "ωB97M-V/def2-TZVPD", "species": ["F", "C", "C", "C", "S", "H", "H", "H", "H", "H"], "positions_angstrom": [[-0.817, -0.303, -1.967], [-0.549, -0.490, -0.674], [0.838, -0.729, -0.274], [0.005, 0.511, 0.226], [-0.886, 0.822, 1.716], [-1.209, -1.258, -0.139], [1.682, -0.546, -0.948], [1.131, -1.441, 0.439], [0.251, 1.400, -0.407], [-0.445, 2.035, 2.029]], "e_homo_ev": -9.060, "homo_lumo_gap_ev": 9.9, "e_lumo_ha": 0.032, "smiles": "F[C@H]1C[C@@H]1S"}


6.
{"formula": "C10H12O", "method": "ωB97M-V/def2-TZVPD", "species": ["C", "C", "C", "C", "C", "O", "C", "C", "C", "C", "C", "H", "H", "H", "H", "H", "H", "H", "H", "H", "H", "H", "H"], "positions_angstrom": [[-1.096, -0.239, -1.413], [-0.610, -0.318, 0.057], [-1.795, -0.976, 0.978], [0.522, -1.274, 0.203], [1.714, -0.719, 0.104], [2.923, -1.365, 0.206], [3.941, -0.424, -0.055], [3.459, 0.833, -0.006], [1.994, 0.707, -0.001], [1.030, 1.648, 0.131], [-0.396, 1.147, 0.565], [-0.409, -0.791, -2.062], [-1.223, 0.749, -1.746], [-2.005, -0.780, -1.460], [-2.628, -0.268, 1.034], [-1.286, -1.028, 2.010], [-2.118, -1.931, 0.405], [0.398, -2.331, 0.266], [5.004, -0.716, -0.119], [4.167, 1.714, -0.102], [1.274, 2.626, -0.062], [-0.367, 1.214, 1.609], [-1.226, 1.727, 0.214]], "e_homo_ev": -7.524, "homo_lumo_gap_ev": 8.2, "e_lumo_ha": 0.023, "smiles": "CC1(C)C=c2occc2=CC1"}


7.
{"formula": "C4H8FN3", "method": "ωB97M-V/def2-TZVPD", "species": ["C", "N", "N", "C", "C", "N", "C", "F", "H", "H", "H", "H", "H", "H", "H", "H"], "positions_angstrom": [[2.339, 0.360, -0.183], [2.245, -0.888, -0.317], [0.987, -1.332, -0.212], [-0.047, -0.559, 0.431], [-0.989, 0.370, -0.448], [-1.329, 1.745, -0.333], [-1.522, -0.788, 0.202], [-1.880, -1.914, -0.492], [1.589, 1.099, 0.259], [3.363, 0.771, -0.355], [0.903, -2.331, 0.104], [0.097, -0.277, 1.471], [-0.922, 0.222, -1.485], [-0.440, 2.305, -0.124], [-2.159, 2.037, 0.356], [-2.235, -0.819, 1.124]], "e_homo_ev": -8.860, "homo_lumo_gap_ev": 9.8, "e_lumo_ha": 0.035, "smiles": "C=NN[C@H]1[C@H](N)[C@H]1F"}


Summary of calculated total energy in Eh
-1435.8514, -797.8707, -419.0302, -7936.9580, -615.2946, -463.3920, -421.2109
(order as listed above)